ORCA calculation (wB97M-V/def2-TZVPD) on a cluster of 13 separate species, H26O13 in total.

Total energy in eV: -27040.98232
2S+1: 1
Energy above the lowest of the compared OMol25 structures with the same formula, charge and spin in kJ/mol: 93.1
Total charge: 0
HOMO level in eV: -10.6
Orbital gap in eV: 10.282

Last column: natural (NBO) charge in e.
Atoms and positions in Å:
O: 0.1834 -1.9622 -0.4884  -1.0168
H: 1.0617 -1.6806 -0.7931  0.4950
H: -0.4036 -1.7997 -1.2518  0.5244
O: -2.9109 -1.5180 0.3608  -1.0038
H: -2.1975 -1.5172 1.0422  0.5064
H: -3.0498 -2.4451 0.1530  0.4731
O: 0.4787 1.4610 -2.5734  -0.9866
H: -0.0470 2.2879 -2.5862  0.5035
H: 0.9355 1.4400 -3.4198  0.4808
O: -2.2440 1.2700 -0.4797  -1.0021
H: -2.3191 0.3001 -0.5099  0.5171
H: -2.9274 1.5467 0.1392  0.4985
O: -1.0899 -1.8823 2.3177  -0.9517
H: -0.2650 -1.4015 2.2289  0.4786
H: -0.8237 -2.8065 2.4287  0.5022
O: 0.5830 -3.9934 1.3025  -0.9899
H: 1.5224 -4.1280 1.1548  0.4649
H: 0.3488 -3.2436 0.7140  0.5018
O: -1.5317 3.3643 -2.3148  -0.9533
H: -2.0488 3.1882 -3.1075  0.4688
H: -1.6485 2.5714 -1.7620  0.4990
O: -1.1511 -0.8320 -2.5728  -0.9935
H: -0.7513 0.0534 -2.4790  0.5067
H: -1.9645 -0.6949 -3.0660  0.4838
O: -1.3769 2.2085 2.5957  -0.9701
H: -0.7601 1.6691 2.0654  0.4945
H: -2.0900 1.6054 2.8227  0.4587
O: 2.8369 -0.9857 -0.2609  -0.9498
H: 3.0995 -1.2910 0.6135  0.4763
H: 3.4115 -1.4665 -0.8679  0.4862
O: 2.7447 2.4715 -0.6601  -0.9500
H: 3.3558 2.5684 0.0772  0.4716
H: 2.4383 1.5605 -0.5976  0.4779
O: 3.1332 1.1508 2.5295  -0.9346
H: 2.4315 1.5379 3.0642  0.4824
H: 2.8682 0.2363 2.4134  0.4533
O: 0.0937 0.5763 0.9352  -0.9943
H: 0.4363 -0.2945 0.7012  0.4857
H: -0.3620 0.8750 0.1308  0.5050

---

ORCA calculation (wB97M-V/def2-TZVPD) on a cluster of 3 separate species, C21H52FN8O3P2 in total.

Total energy in eV: -61963.42534
2S+1: 1
Total charge: +1
HOMO level in eV: -9.9
Orbital gap in eV: 7.013

Last column: Mulliken charge in e.
Atoms and positions in Å:
C: -3.0267 4.6448 -5.2638  -0.9666
C: -3.9596 3.7387 -4.2822  -0.3214
C: -3.5279 3.9054 -2.7207  -0.4528
O: -4.1829 2.9146 -1.8868  -0.2355
C: -4.2616 3.3541 -0.5031  -0.5935
N: -3.1251 2.6921 0.2200  0.3489
C: -2.2819 3.6091 0.9784  -0.1295
C: -1.2356 2.6411 1.5813  -0.4408
N: -1.5216 1.2780 1.1320  0.1555
C: -2.7111 1.3201 0.3024  -0.0139
C: -3.4416 0.0657 -0.3825  0.1191
C: -4.9577 0.0657 0.2020  -0.0950
F: -5.7234 -1.0650 -0.2460  -0.3001
H: -3.6580 5.2915 -5.9658  0.2905
H: -2.3378 5.3483 -4.6733  0.3036
H: -2.3462 3.9933 -5.9257  0.2587
H: -3.8567 2.6500 -4.6144  0.3030
H: -5.0429 4.1078 -4.4245  0.2519
H: -2.3762 3.8424 -2.6980  0.2371
H: -3.8016 4.9956 -2.4510  0.2596
H: -4.0927 4.4925 -0.3899  0.3217
H: -5.2977 3.1027 -0.0512  0.2817
H: -2.3810 4.7370 1.0885  0.3739
H: -0.3813 2.9704 2.2829  0.3449
H: -0.9591 0.4538 1.3939  0.1352
H: -3.3905 0.0585 -1.5222  0.3780
H: -2.9365 -0.8813 0.0820  -0.1362
H: -4.8539 -0.0242 1.3493  0.2776
H: -5.5377 1.0226 -0.0293  0.0502
O: 2.6796 1.2320 1.1010  -0.9444
P: 4.0164 1.4768 0.3697  0.7532
N: 4.6030 2.5856 1.5208  0.4041
C: 4.1730 3.9577 1.7112  -1.0894
C: 4.9865 1.9828 2.8005  -1.1457
N: 3.2663 2.1809 -1.0062  0.3365
C: 3.2496 3.5846 -1.3526  -1.1140
C: 1.9852 1.5880 -1.4015  -1.0673
N: 5.5549 1.6945 -0.4737  0.0014
C: 6.5745 2.7125 -0.2983  -0.7808
C: 5.7226 0.9452 -1.7148  -1.0306
H: 4.9245 4.5062 2.2845  0.3792
H: 3.2154 4.0263 2.2353  0.2647
H: 4.1066 4.5043 0.7779  0.3510
H: 5.8769 1.3576 2.6599  0.3421
H: 4.1885 1.3552 3.2080  0.2447
H: 5.2432 2.7266 3.5595  0.3854
H: 2.5685 4.1578 -0.7165  0.3348
H: 2.9185 3.7224 -2.3906  0.3686
H: 4.2432 4.0318 -1.3279  0.2251
H: 1.1571 1.9920 -0.7976  0.2715
H: 1.9999 0.5052 -1.2814  0.2722
H: 1.7650 1.7844 -2.4539  0.3806
H: 6.2228 3.7081 -0.5793  0.2204
H: 7.4586 2.5053 -0.9088  0.3664
H: 6.9461 2.7461 0.7278  0.2529
H: 5.4841 1.5661 -2.5866  0.3130
H: 5.0678 0.0704 -1.7336  0.3034
H: 6.7433 0.5704 -1.8239  0.4130
O: -1.4090 -2.8567 0.4367  -0.8173
P: -1.0125 -4.3473 0.4499  0.7270
N: -2.5356 -4.8983 0.9741  0.3841
C: -3.0937 -4.7874 2.3087  -1.0562
C: -3.5931 -4.8057 -0.0366  -1.0826
N: 0.1569 -4.1468 1.6941  0.3152
C: 0.0305 -4.5632 3.0735  -1.1039
C: 0.9111 -2.8890 1.6590  -1.0739
N: -0.5258 -6.0462 0.3999  -0.0649
C: -1.1728 -7.2151 0.9674  -0.7759
C: 0.8514 -6.3119 -0.0034  -1.0433
H: -3.9204 -5.4925 2.4252  0.3972
H: -3.4605 -3.7803 2.5256  0.2343
H: -2.3895 -5.0817 3.0779  0.3390
H: -3.3936 -5.5214 -0.8436  0.3289
H: -3.6498 -3.8042 -0.4735  0.1607
H: -4.5818 -5.0499 0.3609  0.4115
H: -0.6461 -3.9158 3.6387  0.3475
H: 1.0058 -4.5326 3.5770  0.3619
H: -0.2862 -5.6017 3.1680  0.2289
H: 0.3428 -2.0695 2.1268  0.1999
H: 1.1460 -2.6004 0.6351  0.2902
H: 1.8639 -2.9823 2.1856  0.3989
H: -1.1809 -7.1981 2.0598  0.2218
H: -0.6678 -8.1387 0.6690  0.3660
H: -2.1976 -7.3295 0.6086  0.2508
H: 1.4996 -6.4483 0.8704  0.3185
H: 1.2511 -5.4842 -0.5947  0.3167
H: 0.9223 -7.2034 -0.6313  0.4011

---

ORCA calculation (wB97M-V/def2-TZVPD) on a structure of composition C25H25Cl5N3O4Ti.

Total energy in eV: -124711.96021
2S+1: 1
Energy above the lowest of the compared OMol25 structures with the same formula, charge and spin in kJ/mol: 0.0
Total charge: +1
HOMO level (alpha / beta) in eV: -10.2 / -10.2
Orbital gap (alpha / beta) in eV: 6.785 / 6.789

Last column: natural (NBO) charge in e.
Atoms and positions in Å:
Ti: 0.4702 -0.0599 -0.7502  1.8561
C: -0.1650 -2.7449 1.0867  -0.0708
C: -0.0395 -2.2198 2.5010  -0.0915
O: -0.1295 -0.8206 2.4354  -0.5366
C: 0.1859 -0.1576 3.6416  -0.0888
C: 0.1981 1.3316 3.3575  -0.0811
O: 0.9928 1.6563 2.2316  -0.5287
C: 2.3853 1.5548 2.3827  -0.0930
C: 2.9527 1.2533 1.0111  -0.0718
O: 2.3558 0.0703 0.4260  -0.6012
C: 2.7498 -1.1234 1.1199  -0.0886
C: 2.1211 -2.3193 0.4455  -0.0903
O: 0.7322 -2.0521 0.1769  -0.6068
H: -1.1642 -2.5813 0.7014  0.2422
H: 0.0628 -3.8109 1.0408  0.2046
H: 0.9131 -2.5221 2.9607  0.1669
H: -0.8427 -2.6578 3.1060  0.2077
H: 1.1570 -0.5120 4.0177  0.1617
H: -0.5556 -0.3684 4.4213  0.1974
H: 0.5222 1.8765 4.2506  0.1885
H: -0.8079 1.6546 3.0915  0.2202
H: 2.6644 0.7819 3.1055  0.1739
H: 2.8204 2.4960 2.7396  0.2039
H: 4.0344 1.1081 1.0546  0.2025
H: 2.7328 2.0686 0.3288  0.2281
H: 2.4193 -1.0564 2.1548  0.1980
H: 3.8392 -1.2131 1.0943  0.2129
H: 2.2137 -3.1894 1.0960  0.2173
H: 2.5960 -2.5553 -0.5005  0.2240
C: -4.4137 -2.5487 0.1520  -0.2112
C: -4.2375 -1.5994 1.1521  -0.1950
C: -3.2214 -0.6616 1.0660  -0.2393
C: -2.3696 -0.6778 -0.0332  0.1888
C: -2.5518 -1.6136 -1.0467  -0.2541
C: -3.5709 -2.5495 -0.9500  -0.1882
N: -1.2662 0.2104 -0.1173  -0.5823
N: -1.4999 1.4315 0.4454  -0.3268
C: -0.6051 2.3124 0.0402  0.3671
C: -0.7157 3.6903 0.4046  -0.2124
C: 0.0946 4.5973 -0.1844  -0.1679
C: 1.0578 4.1742 -1.1511  -0.2569
C: 1.1883 2.8560 -1.4164  0.0083
N: 0.4134 1.9093 -0.7899  -0.7397
H: -5.2129 -3.2737 0.2252  0.2274
H: -4.9008 -1.5859 2.0070  0.2256
H: -3.0769 0.0829 1.8352  0.2412
H: -1.9093 -1.6013 -1.9195  0.2261
H: -3.7135 -3.2692 -1.7451  0.2259
H: -1.4835 3.9599 1.1158  0.2396
H: 0.0063 5.6476 0.0581  0.2320
H: 1.6819 4.8879 -1.6685  0.2363
H: 1.9121 2.4716 -2.1252  0.2172
Cl: -2.2349 1.2908 -2.8809  0.0862
C: -0.9663 0.3970 -3.6293  0.0481
C: 0.0749 -0.1172 -2.8534  -0.5522
C: 1.1113 -0.6991 -3.5552  -0.0456
Cl: 2.4897 -1.1635 -2.5665  0.0693
C: 1.1598 -0.8780 -4.9281  -0.1076
Cl: 2.4998 -1.6283 -5.6843  0.0834
C: 0.0703 -0.4131 -5.6626  -0.0572
Cl: 0.0489 -0.6201 -7.3611  0.0969
C: -0.9849 0.2402 -5.0170  -0.1264
Cl: -2.2894 0.8531 -5.9449  0.0871

---

ORCA calculation (wB97M-V/def2-TZVPD) on a structure of composition C45H51N9SrTe.

Total energy in eV: -69029.17423
2S+1: 1
Energy above the lowest of the compared OMol25 structures with the same formula, charge and spin in kJ/mol: 149.5
Total charge: 0
HOMO level in eV: -4.0
Orbital gap in eV: 3.848

Last column: Mulliken charge in e.
Atoms and positions in Å:
Sr: -0.9722 0.9352 0.2013  2.0225
C: 0.1536 4.5758 -0.7024  -0.9360
C: -0.5051 3.9503 -1.9174  -0.3873
C: 0.1206 2.8274 -2.6872  0.1855
C: 1.1370 3.0471 -3.6204  -0.7872
C: 1.7225 1.9810 -4.2673  -0.4033
C: 1.3304 0.6761 -3.9010  -0.7963
C: 0.2638 0.5554 -3.0450  -0.5124
N: -0.3044 1.6041 -2.4499  0.4089
N: -0.4638 3.8914 0.4312  0.9208
C: -1.6961 4.6464 0.7418  -1.5670
C: -2.7771 3.7456 1.2992  0.7243
C: -3.5958 4.2179 2.3845  -1.1749
C: -4.6947 3.4764 2.7391  -0.3651
C: -4.9517 2.3359 1.9901  -0.9516
C: -4.0323 1.9193 0.9898  0.2073
N: -2.9276 2.6020 0.6407  0.2265
C: 0.3188 3.5287 1.6302  -0.9206
C: 1.6259 2.8582 1.2738  0.9789
C: 2.7298 2.9456 2.1270  -1.3092
C: 3.8878 2.5159 1.5268  -0.4163
C: 3.9437 2.0177 0.2375  -1.1621
C: 2.7221 1.8242 -0.4104  -0.5038
N: 1.5619 2.1993 0.1377  0.8154
H: -0.0046 5.7086 -0.6360  0.4210
H: 1.2357 4.3190 -0.6689  0.5355
H: -0.6507 4.7271 -2.7150  0.4653
H: -1.5161 3.5391 -1.6554  -0.0037
H: 1.4370 4.0104 -3.9181  0.6024
H: 2.5346 2.2568 -4.9516  0.3604
H: 1.7693 -0.2404 -4.3272  0.4014
H: 0.0291 -0.4294 -2.6027  0.5539
H: -2.0778 5.0941 -0.1942  0.5056
H: -1.4826 5.5759 1.3039  0.3154
H: -3.3180 5.1148 2.8950  0.4763
H: -5.3074 3.7802 3.5945  0.4080
H: -5.7678 1.6826 2.2944  0.3711
H: -4.2396 0.8987 0.5198  0.2337
H: -0.2913 2.8931 2.3020  -0.0347
H: 0.5476 4.4263 2.1306  0.6500
H: 2.7236 3.3810 3.1029  0.5567
H: 4.7545 2.5537 2.1996  0.3732
H: 4.8558 1.6401 -0.1763  0.4185
H: 2.5745 1.2475 -1.2789  0.4141
Te: 2.4327 -4.0898 -3.9716  0.3520
C: 3.5796 -4.3200 -2.2246  -0.2262
C: 3.0169 -3.9400 -1.0071  0.3583
C: 3.8577 -3.8616 0.0853  -0.2471
C: 5.2259 -4.0573 -0.0125  -0.8501
C: 5.7626 -4.2699 -1.2605  -0.3542
C: 4.9719 -4.3539 -2.3997  -0.7395
C: 1.1210 -5.7080 -3.9980  0.2120
C: 0.6772 -6.4613 -2.9379  -0.0110
C: -0.2527 -7.4595 -3.1431  -0.4823
C: -0.8135 -7.6437 -4.4012  -0.4094
C: -0.4137 -6.8539 -5.4744  -0.5302
C: 0.5359 -5.8570 -5.2692  -0.6014
H: 1.9902 -3.7707 -0.8206  0.4429
H: 3.4978 -3.6212 1.0605  0.3311
H: 5.8719 -3.9969 0.8711  0.4074
H: 6.8561 -4.3740 -1.3854  0.3022
H: 5.3854 -4.5763 -3.3592  0.4218
H: 1.1330 -6.3847 -1.9374  0.3619
H: -0.4756 -8.0876 -2.2724  0.3543
H: -1.6752 -8.3058 -4.6025  0.3008
H: -0.8805 -6.8700 -6.4358  0.3778
H: 0.7890 -5.2096 -6.0807  0.2998
C: 1.7897 -1.1994 1.0088  -0.2993
C: 0.9300 -2.1865 1.8329  1.8222
C: -0.2102 -2.7310 0.9681  -1.7818
C: 0.5348 -1.6461 3.1993  0.4403
C: 1.0864 -2.2806 4.3433  -0.6966
C: 0.6759 -1.9146 5.6367  -1.3507
C: 0.0280 -0.6884 5.7444  -0.0363
C: -0.4390 0.0898 4.7021  0.1479
C: -1.1564 1.3821 4.8944  1.7157
C: -0.1950 2.4617 5.3715  -1.5206
C: -2.4952 1.2260 5.7957  -1.3704
C: -0.2753 -0.4486 3.3470  -0.4498
N: -0.6715 0.1861 2.2201  -1.5331
H: 2.7398 -0.9598 1.4810  0.3757
H: 1.2303 -0.2839 0.8017  -0.4799
H: 2.0995 -1.7349 0.0552  -0.1396
H: 1.7094 -2.9183 2.0827  -0.1081
H: -0.9970 -1.9699 1.0776  0.2278
H: -0.6088 -3.6453 1.4022  0.4111
H: 0.0250 -2.9216 -0.0626  0.3144
H: 1.6450 -3.2066 4.0522  0.2258
H: 0.9191 -2.5025 6.5529  0.2773
H: -0.1314 -0.2941 6.7452  0.3173
H: -1.5455 1.8063 3.9031  -1.0130
H: 0.1774 2.3440 6.3785  0.4089
H: -0.6466 3.4657 5.3259  0.3971
H: 0.6554 2.4429 4.7336  0.2158
H: -2.3180 0.6081 6.6769  0.2745
H: -3.2851 0.7453 5.1374  0.2984
H: -2.8304 2.2136 6.1223  0.3827
N: -3.8554 0.2735 -4.9535  -0.3795
C: -4.3652 1.4707 -4.4673  0.4451
N: -5.0027 2.3197 -5.3544  -0.4475
N: -4.1398 1.8558 -3.2485  -0.5841
C: -3.6269 0.9308 -2.3989  0.7572
N: -3.2091 0.1079 -1.6772  -0.6076
H: -4.2614 -0.1259 -5.7807  0.2365
H: -3.5888 -0.3367 -4.1945  0.2018
H: -5.5355 1.9598 -6.1389  0.2467
H: -5.4522 3.1213 -4.9078  0.2660